C77H183N13O13 | the ωB97M-V functional and the def2-TZVPD basis

Positions of all 286 atoms, in Å:
H 6.5195 10.7423 -27.5379
C 8.3499 6.5956 -21.4901
C 9.2622 9.7040 -22.4973
O 17.9637 11.1380 -18.5394
C 4.3042 10.5324 -20.4142
H 9.4667 10.3861 -18.2238
H 7.7528 6.9654 -18.0279
H 4.4034 12.0101 -16.1084
H 7.7541 15.1847 -24.1537
C 5.5345 10.2817 -27.4626
C 3.7356 11.5968 -19.4126
H 7.7085 10.8146 -18.0837
H 11.5624 5.2034 -19.9523
C 13.7832 4.3241 -17.2063
H 7.5734 8.4229 -19.0902
H 13.9253 9.5483 -24.3769
H 15.2506 14.0295 -17.5027
H 8.6088 9.7966 -21.6298
H 9.8855 7.8447 -28.6698
O 10.8213 14.5517 -21.0788
H 15.7450 5.8587 -19.0158
H 5.5759 9.9744 -24.0315
H 17.7939 14.1067 -26.2409
C 13.5932 9.5971 -21.1058
C 15.4583 4.0283 -20.7028
H 11.2782 7.3333 -14.5422
H 15.5260 14.2934 -24.6192
H 7.7223 3.6184 -28.8430
H 11.4401 3.6223 -18.3109
C 6.9679 9.2093 -16.3506
H 11.0551 5.4910 -28.0532
H 2.6582 13.0209 -23.8995
H 12.6678 8.1840 -19.1034
H 6.9106 10.7014 -24.8361
H 7.1999 12.3224 -23.2428
H 14.8294 2.0670 -18.0681
H 2.8366 14.1847 -25.2875
H 10.8090 16.9957 -24.4942
C 9.1208 6.0325 -15.9941
H 15.1946 3.2179 -21.3823
C 16.2566 13.9411 -23.8910
H 5.6578 9.2454 -27.7776
C 19.2074 10.8745 -18.1096
H 17.1871 8.1330 -13.4274
H 4.0543 12.5847 -19.7451
N 13.3114 4.7008 -19.7620
H 11.8194 10.7521 -23.4860
C 9.8336 7.6257 -27.6033
C 7.8041 13.5101 -21.6583
H 13.3700 8.0721 -14.5729
C 9.1038 7.3872 -15.2513
N 18.5616 13.0128 -23.7846
H 11.1339 8.1174 -20.9506
N 7.8429 5.9922 -27.3498
H 20.7273 11.3656 -22.9120
C 14.5743 2.6749 -18.9361
H 13.4607 15.3377 -23.9185
H 20.8106 13.0678 -22.4597
C 8.2981 8.9676 -17.1230
H 2.8483 9.0411 -19.5958
H 4.2230 13.1473 -17.4190
H 7.8321 8.0105 -13.6274
H 17.3278 10.7666 -24.9009
H 8.6788 12.8599 -21.6769
H 13.8360 6.6069 -15.3009
C 8.5774 10.3757 -17.5935
H 15.6747 13.4258 -23.1268
H 8.6649 10.8936 -26.5486
H 14.3658 10.1663 -20.5889
H 15.4136 9.7754 -14.6494
C 7.9466 4.5429 -29.3751
C 11.9304 15.9736 -22.7983
H 19.3641 9.7976 -18.0481
N 5.7970 13.8935 -23.1130
H 18.6644 12.7589 -20.3789
H 17.7347 13.1842 -18.6219
C 7.1861 5.7324 -28.6988
H 5.5031 12.9502 -24.9132
H 15.9919 11.5503 -22.2597
C 9.5062 4.9000 -29.4240
C 13.1754 9.4230 -25.1579
H 11.8994 13.8056 -22.6619
H 17.8556 7.1468 -15.6176
H 14.6592 6.0702 -22.6355
H 7.6020 4.4112 -30.4008
O 15.3370 7.7345 -15.1791
C 6.0632 10.0370 -25.0045
H 20.5531 11.8722 -21.2492
H 15.7832 11.9571 -19.6086
H 6.1730 7.1384 -16.0615
C 9.3294 6.2291 -27.2222
C 11.9053 14.6495 -21.9722
H 10.7597 5.9104 -25.5693
H 19.9698 11.3311 -18.7408
H 6.4086 9.0598 -25.3420
H 13.8892 13.4747 -18.4867
C 18.1152 8.1377 -15.9901
H 7.3374 6.4835 -14.3224
H 9.1651 8.8114 -23.1155
N 13.1939 16.2084 -23.4818
N 5.7551 10.3286 -20.4727
O 19.1723 14.2400 -23.9346
C 17.2466 12.8972 -24.4943
H 16.4311 4.4258 -20.9922
H 13.5936 7.8318 -16.3945
H 3.2907 13.5646 -27.5086
H 17.1563 13.1974 -21.3737
H 3.9592 8.4331 -20.7616
H 7.2166 14.5165 -19.1957
H 4.8603 4.7894 -23.1883
C 2.4428 13.2267 -24.9480
N 4.9647 5.8936 -24.8393
C 20.2856 12.1308 -22.2738
C 5.6486 5.2171 -23.8079
C 4.9278 10.3493 -26.0095
N 12.0750 11.3775 -24.2368
C 16.6758 10.9641 -22.8735
H 9.1416 5.1326 -25.3772
H 8.0894 14.5040 -21.3135
H 11.9046 13.4319 -19.7071
C 11.1658 10.4952 -26.3325
H 4.1762 5.3393 -25.1412
H 1.8067 8.8336 -26.4169
H 9.3186 6.8324 -25.0719
H 4.0443 10.7602 -21.4479
H 15.9479 6.8696 -20.4426
H 17.8846 8.1310 -17.0554
C 7.7303 7.4700 -14.5684
H 9.0160 13.8278 -24.1917
H 8.6764 12.4673 -27.3539
H 1.7468 10.6515 -24.6960
H 14.5857 7.1579 -19.4627
H 6.1687 9.4521 -17.0509
H 9.2072 8.3788 -27.1252
H 16.3203 9.9409 -22.7522
C 6.3704 3.9672 -24.5033
O 6.8773 13.0892 -20.7021
C 15.8542 3.2815 -19.3915
H 18.7394 14.8623 -23.3456
H 13.9062 8.5532 -21.1205
H 7.9126 12.9127 -18.9295
H 12.9888 16.7438 -24.3132
H 3.6538 8.8857 -24.8199
C 7.1579 13.3946 -23.0514
H 18.5980 14.2757 -21.3188
H 11.8218 16.6891 -21.9831
H 4.9601 10.8018 -28.2292
N 17.6688 8.9739 -13.7120
H 13.4907 4.7824 -22.5749
H 10.0404 4.2149 -27.4006
O 5.3036 12.7425 -25.8290
O 10.6441 8.6349 -16.7676
C 12.2364 2.9258 -18.5733
H 1.3623 13.3647 -24.9886
C 2.7041 12.6542 -27.3847
C 15.8791 9.0261 -15.2898
H 5.8401 14.8876 -23.2860
H 18.3206 12.4767 -26.4541
H 6.1056 11.1969 -20.8513
H 5.0873 6.1563 -28.2031
C 7.9657 14.1155 -24.1454
H 10.8780 12.4262 -20.7554
C 3.8600 9.2411 -25.8294
H 2.7349 9.8110 -27.4892
C 15.8032 12.2133 -18.5493
C 17.3278 12.3057 -18.1212
C 2.0319 10.8722 -25.7246
H 6.9656 4.2571 -25.3692
H 19.1951 8.1086 -15.8446
H 9.0420 10.5830 -23.1031
H 15.3943 14.0846 -19.3016
H 9.9283 5.8182 -16.6943
H 2.6516 11.6473 -19.3113
H 5.7429 8.4310 -14.9650
C 10.2553 7.3243 -14.1657
H 12.8907 14.5542 -21.5162
H 9.1741 5.3220 -15.1692
C 18.7156 12.3915 -22.4459
H 7.5120 13.7895 -25.0813
H 6.0302 10.5031 -19.5167
H 13.0741 6.2433 -21.8974
C 9.2278 11.5358 -27.2260
H 18.1922 10.5706 -21.3657
C 18.1140 10.9960 -22.3662
O 7.5057 5.5375 -22.0661
C 3.9096 12.1641 -17.0679
H 12.2339 2.0874 -17.8768
H 11.2276 11.8485 -24.5199
H 6.3174 7.0098 -30.2790
H 10.7039 15.2082 -24.3634
H 15.9775 10.7140 -17.4724
C 17.3476 9.1302 -15.1204
H 11.1254 9.1442 -16.1114
C 10.9585 13.3868 -20.2465
H 10.1566 13.5945 -19.5381
C 3.8914 9.1044 -19.9056
H 7.8377 7.5353 -21.2837
H 7.2633 6.4452 -23.8707
H 9.8865 16.2523 -23.2639
H 2.8404 12.2668 -16.8824
O 10.5808 11.7340 -26.7978
H 9.5759 5.8245 -29.9973
C 14.9754 13.5562 -18.4452
H 3.1447 11.9810 -28.1200
H 17.4517 12.5916 -17.0767
H 1.0774 11.0434 -26.2223
C 12.2676 9.7767 -20.3589
O 12.3429 5.6244 -19.5848
N 15.1453 11.2261 -17.7279
N 4.3320 11.6898 -25.6906
O 7.0172 6.7788 -26.5271
H 13.0720 11.3163 -26.0048
H 5.1488 5.0613 -29.4722
C 13.9821 7.6837 -15.3869
H 11.4274 10.0436 -27.2895
N 9.3170 8.5451 -16.1367
H 15.6899 11.4603 -24.8545
H 6.1078 7.0169 -22.6623
H 4.2636 8.3826 -26.3661
H 9.1126 11.0748 -28.2069
H 8.1767 5.8127 -16.4926
C 2.5768 9.6049 -26.4306
H 16.6069 2.5042 -19.5232
C 18.2386 13.2486 -21.2547
O 10.6093 9.8723 -22.1094
H 4.4881 6.6594 -24.3847
H 14.1825 2.0208 -19.7150
O 4.2777 11.2820 -18.1459
C 7.0625 13.4488 -19.3516
H 16.7257 14.8278 -23.4648
H 11.6726 9.1690 -18.4735
H 10.8468 7.6804 -27.2053
H 13.5647 10.0391 -22.1018
H 6.8326 10.1101 -15.7521
C 2.9230 12.1253 -25.9380
C 14.4480 5.1584 -20.5618
C 5.7286 5.3707 -28.6026
H 12.8822 4.7248 -16.7418
H 12.6430 8.4914 -24.9656
C 10.8205 16.1431 -23.8152
H 5.7068 4.6133 -27.8191
H 8.0335 7.1178 -30.0921
H 5.6334 3.2334 -24.8295
H 17.2251 9.6731 -13.1337
C 15.2121 6.3460 -19.8323
H 10.1986 9.3617 -20.1917
C 6.5785 7.9806 -15.5008
H 17.6178 10.1580 -15.3628
C 8.1472 7.9455 -18.2959
H 10.5384 9.7856 -25.7932
C 17.5326 13.0766 -25.9987
H 14.5519 10.7151 -18.3657
H 6.2191 13.1045 -18.7530
H 10.1690 8.1250 -13.4312
C 10.0258 5.1409 -27.9755
C 13.4700 3.7204 -18.6292
C 12.3561 10.6908 -25.4716
C 7.1112 6.9570 -29.5339
H 19.3102 11.2200 -17.0809
H 15.6568 9.3348 -16.3112
H 13.5914 9.0688 -26.1011
H 10.1970 6.3888 -13.6093
H 16.2143 3.9813 -18.6374
C 6.6192 6.1350 -23.0480
H 14.1976 3.6167 -16.4880
N 12.5188 9.1798 -19.0250
H 5.5390 13.9178 -22.1368
H 18.7002 10.3119 -22.9798
C 13.9360 5.5816 -21.9824
C 9.6834 6.0210 -25.7016
H 7.0937 3.6440 -23.7546
H 16.6528 12.7139 -26.5302
H 4.5828 8.7297 -19.1508
H 8.8302 6.2750 -20.5656
H 9.1402 6.7353 -22.2277
H 14.3062 5.2799 -17.2392
H 6.9261 7.8542 -28.9431
H 12.0780 10.8288 -20.1465
H 9.1690 7.8011 -18.6469
C 16.6673 11.4536 -24.3720
H 8.7711 10.9322 -16.6765
C 10.9992 9.1984 -20.9132
H 6.4648 6.1061 -26.1223
H 11.9283 2.5290 -19.5406
H 10.1165 4.1645 -29.9481
H 1.6418 12.8073 -27.5746

## Properties
* charge: +1
* largest force on an atom: 3.7 eV/A
* HOMO level (alpha / beta): -8.957 / -8.957 eV
* LUMO energy (alpha / beta): -2.50 / -6.76 eV
* expectation value of S²: 0.754
* spin multiplicity: 2

***

C29H55FN9O8 | the ωB97M-V functional and the def2-TZVPD basis

Positions of all 102 atoms, in Å:
H -0.3413 0.9674 2.9783
C -0.8162 0.7296 3.9335
C 5.0629 -0.0992 -3.6311
N 5.7539 4.8062 -4.1954
H 1.3038 -1.6838 4.9986
H -1.0508 -2.6595 -2.1223
H 3.4855 -5.0892 1.0439
H 7.7577 4.2397 -4.4954
H 1.9955 -0.8435 -3.3813
H -1.1151 1.6503 4.4343
O -0.6087 2.3449 1.4932
N -2.2720 -7.5160 0.7440
H 1.3545 -3.6712 2.4662
H -6.6436 -1.6139 3.7872
H 7.5024 5.8678 -3.8223
N 0.6676 -4.3851 2.1303
H -6.4974 -0.3611 2.5306
C -1.2905 -6.4658 1.1875
H 5.2867 6.0435 -2.5657
O 0.3234 -1.7156 3.2154
H -0.3883 0.6324 6.6625
H -4.6931 -2.6950 -0.3586
C -6.6038 -0.5371 3.6030
H -3.0592 5.1695 2.4236
H -5.4303 0.8839 6.2309
N -3.0736 -2.4491 -1.6792
C -3.9425 -3.2905 -0.8821
H 6.1280 3.5895 -5.8193
C 0.5054 0.5175 6.0442
C -2.0117 -3.0677 -2.4475
H -3.3367 -3.8293 -0.1497
C -1.8184 -5.1256 1.8176
O -1.5658 4.1977 -3.1018
H 1.2899 2.8972 -5.9389
C -2.5333 -8.2596 1.8202
C -0.7403 -4.0668 2.2745
H 3.1885 -7.6920 2.9195
C 2.9185 -1.3119 -3.7337
H 3.1914 -1.4291 -1.2057
C 7.1501 4.8331 -3.8095
H -7.5289 -0.0714 3.9523
H 4.1297 -7.6712 1.1530
H -4.0580 -0.7233 -1.1109
H -3.5463 4.9544 -0.0742
O 6.0295 0.3922 -3.0773
H -1.4903 4.5142 2.9700
N 4.0374 -0.7522 -3.0030
H -1.6950 0.1127 3.7439
O -2.6406 -8.8023 2.9549
N -5.4875 0.0253 4.3354
C -4.4647 0.6796 3.7089
H 7.2476 4.4252 -2.8002
H -4.5495 -0.6502 6.0668
C -5.4555 -0.1108 5.7787
C -2.3690 4.3277 2.3466
H -0.8183 3.0761 -0.3887
C -3.2230 -1.0899 -1.7300
H -2.1524 -2.8325 -3.5056
H -2.0548 4.7770 -1.0305
C 1.3163 3.7203 -5.2199
H 0.5246 2.5520 -2.3379
H -2.1685 6.0583 0.2013
H 1.2092 -0.1458 6.5517
H -2.0172 -4.1503 -2.3079
H -0.4847 1.6835 -3.5154
C 0.2510 -6.7548 1.0472
C 2.8171 -5.9183 1.4898
H -0.6869 5.2252 -4.6136
C 3.4023 -7.1732 1.9131
O 4.1593 4.0455 -5.6654
H -1.0734 -3.0634 2.7600
N 0.3241 3.4777 -4.1906
H 3.0227 -1.1362 -4.8062
H 1.2925 1.6829 -3.6965
C -1.0755 3.1296 0.6812
N -1.9444 4.1406 0.9729
C 4.0710 -0.8889 -1.5606
H -6.3339 -0.6529 6.1327
H 4.2939 6.2805 -4.0309
H 1.1187 4.6584 -5.7423
F -3.2331 -4.9118 1.9631
C 1.2266 -5.6161 1.5809
C 4.7916 5.5410 -3.3982
C 0.4271 2.2739 -3.3908
C -0.7017 4.3449 -3.9511
H 4.0406 4.8456 -3.0140
C 5.3167 4.1105 -5.2860
C 0.6055 -1.2018 4.2958
O -2.5282 -0.3301 -2.3780
H -4.5877 0.7262 2.6145
N 0.1196 -0.0206 4.7557
H 4.9764 -1.4306 -1.2740
H -4.4449 -4.0043 -1.5404
H 2.8776 -2.3888 -3.5488
H 0.9757 1.4924 5.8950
H 2.3020 3.7699 -4.7567
H -2.8601 3.4157 2.6969
H 4.0994 0.1056 -1.1079
H 0.6505 -7.7416 0.6008
H 4.9396 -0.0522 -4.7252
C -2.4564 5.0334 -0.0478
O -3.4987 1.1747 4.2644

## Properties
* charge: +1
* largest force on an atom: 8.9 eV/A
* HOMO level: -10.130 eV
* LUMO energy: -4.78 eV

***

C4H15HgNO13P4 | the ωB97M-V functional and the def2-TZVPD basis

Positions of all 38 atoms, in Å:
H 3.7765 2.0085 -2.2656
O 0.9034 1.2210 0.9421
H 2.6044 3.3209 1.3884
H -2.8263 -2.5129 2.1844
O 3.0844 0.4007 1.6259
O 2.4064 -0.2707 -0.8841
C 3.3245 3.4387 0.5821
H -2.8313 -3.0488 -1.6308
C -3.3096 -2.7559 1.2392
H 0.6155 2.1394 1.0292
O 0.4815 3.8105 -0.4020
H 2.1489 0.4274 1.9215
H -0.3642 -4.5336 -0.3463
Hg 0.1548 0.3249 -0.8776
P 1.3464 3.1046 -1.4025
P -0.8224 -2.4462 -0.0771
H 4.3294 3.2234 0.9538
H 3.2882 4.4703 0.2298
O -4.4570 -0.1325 0.1359
O -2.4963 0.3944 1.6980
H -2.7920 -1.3757 -1.7725
O -2.2352 0.4161 -0.9350
N -3.1769 -2.1739 -1.2326
H -4.1943 -2.1199 -1.2259
O 3.9914 2.6272 -1.5564
O 4.6524 0.4808 -0.1513
H -3.2136 -3.8292 1.0693
O 0.7443 1.9642 -2.2332
P 3.0370 0.7127 0.0553
O -0.0003 -2.3712 1.1378
O -1.1748 -4.0179 -0.4579
H 5.0698 0.3680 0.7094
O -0.4348 -1.8099 -1.3938
C 2.9873 2.4989 -0.5542
C -2.6086 -1.9558 0.1659
H -4.8282 0.5898 0.6613
P -2.8172 -0.1091 0.3572
H -4.3634 -2.4792 1.3123

## Properties
* charge: -1
* largest force on an atom: 1.2 eV/A
* HOMO level (alpha / beta): -3.945 / -6.153 eV
* LUMO energy (alpha / beta): 2.29 / 2.28 eV
* expectation value of S²: 0.754
* spin multiplicity: 2

***

C5H5FO | the ωB97M-V functional and the def2-TZVPD basis

Positions of all 12 atoms, in Å:
H 0.8756 2.2575 -0.8154
C 0.1070 1.4891 -0.9985
H 0.6308 -0.7376 -2.0191
H -1.4719 -0.7209 -0.2554
C -0.8911 1.4031 -1.8081
F 1.7491 -1.7666 -0.5420
H -0.3281 -1.1358 1.0267
C 0.7192 -0.8966 -0.9093
H 1.1735 0.6303 0.5718
C -0.4503 -0.7737 -0.0122
O -1.8615 1.3901 -2.4445
C 0.5225 0.3657 -0.1928

## Properties
* charge: 0
* largest force on an atom: 2.7 eV/A
* HOMO level: -8.840 eV
* LUMO energy: 0.64 eV
* SMILES string: O=C=C[C@H]1C[C@@H]1F

***

C5H8O | the ωB97M-V functional and the def2-TZVPD basis

Positions of all 14 atoms, in Å:
H -1.9420 -0.8658 0.0827
H -0.6028 -1.2800 1.1675
C 1.8992 0.7454 -0.1476
H 0.0633 2.4324 0.8614
C 0.0494 -0.7076 -0.8302
H -0.5150 0.8695 1.5044
H -0.2989 -0.8131 -1.8613
H 0.1527 1.4210 -1.4197
C -0.9530 -1.3360 0.1314
C 0.4190 0.7755 -0.5798
O 1.5725 1.0435 1.1106
H 0.9832 -1.2900 -0.7748
H -1.0733 -2.3972 -0.1069
C 0.1847 1.3492 0.8168

## Properties
* charge: 0
* largest force on an atom: 0.4 eV/A
* HOMO level: -8.640 eV
* LUMO energy: 0.93 eV

***

C2H6OS | the ωB97M-V functional and the def2-TZVPD basis

Positions of all 10 atoms, in Å:
H 4.2540 -0.7939 2.3357
H -6.5209 0.0046 -2.6674
H 3.0771 0.5043 2.1917
O -6.1777 0.7834 -0.8372
C 3.8656 -0.0311 1.6647
C -5.8385 0.4903 -1.9480
H 4.6566 0.6985 1.4942
S 3.1496 -0.8952 0.2478
H 4.3304 -1.3748 -0.1876
H -4.7962 0.6137 -2.2937

## Properties
* charge: 0
* largest force on an atom: 0.8 eV/A
* HOMO level: -9.091 eV
* LUMO energy: 0.94 eV
* SMILES string: C=O.CS

***

Please write out number 4 again, unchanged.
C5H5FO | the ωB97M-V functional and the def2-TZVPD basis

Positions of all 12 atoms, in Å:
H 0.8756 2.2575 -0.8154
C 0.1070 1.4891 -0.9985
H 0.6308 -0.7376 -2.0191
H -1.4719 -0.7209 -0.2554
C -0.8911 1.4031 -1.8081
F 1.7491 -1.7666 -0.5420
H -0.3281 -1.1358 1.0267
C 0.7192 -0.8966 -0.9093
H 1.1735 0.6303 0.5718
C -0.4503 -0.7737 -0.0122
O -1.8615 1.3901 -2.4445
C 0.5225 0.3657 -0.1928

## Properties
* charge: 0
* largest force on an atom: 2.7 eV/A
* HOMO level: -8.840 eV
* LUMO energy: 0.64 eV
* SMILES string: O=C=C[C@H]1C[C@@H]1F

***

> Which of these has the lowest charge?

C4H15HgNO13P4

***

> The lowest charge belongs to which entry?

C4H15HgNO13P4